# 1
The following is a quantum chemistry calculation of a molecular structure, C25H14BrN4O10SW, from the OMol25 dataset.

* HOMO energy (alpha / beta): -4.2505 / -4.2522 eV
* relative energy (zero: lowest compared OMol25 entry of this formula, charge and spin): 17.3 kcal per mole
* M: 826.22 g mol⁻¹
* total charge: -1
* HOMO-LUMO gap (alpha / beta): 5.4 / 5.4 eV
* spin multiplicity: 1

Positions of all 56 atoms, in Å:
W -0.2753 0.5432 0.3086
O -2.7494 -2.7414 -0.6288
C -2.0513 -1.7452 -0.6308
O -1.9301 -0.8627 0.3049
C -1.2323 -1.3566 -1.8348
C -1.1432 -2.0391 -3.0330
C -0.3738 -1.4982 -4.0544
C 0.2819 -0.2889 -3.8455
C 0.1593 0.3239 -2.6192
N -0.5996 -0.1956 -1.6439
C 0.8176 1.6049 -2.1911
O 1.4883 2.2731 -2.9422
O 0.4849 1.9292 -0.9618
H -1.6765 -2.9751 -3.1233
H -0.2860 -2.0101 -5.0035
H 0.8980 0.1836 -4.5976
S 1.6750 1.5054 1.6596
C 1.0329 3.0915 2.0207
C 1.7266 4.0188 2.8135
C 1.1966 5.2786 2.9891
C -0.0097 5.6139 2.3796
C -0.6382 4.6284 1.6372
N -0.1490 3.4039 1.4772
H 2.6652 3.7369 3.2706
H 1.7218 6.0042 3.5997
H -0.4428 6.5999 2.4780
H -1.5885 4.8249 1.1466
Br -2.3419 2.6316 -2.2222
C -3.1328 2.1204 -0.5878
C -4.4964 2.3307 -0.4636
C -5.1046 2.0346 0.7426
C -4.3289 1.5576 1.7816
C -2.9807 1.3604 1.5620
N -2.3773 1.6309 0.3876
C -2.1066 0.7902 2.6523
O -2.5483 0.6881 3.7795
O -0.9113 0.5175 2.2642
H -5.0475 2.7247 -1.3037
H -6.1710 2.1738 0.8623
H -4.7197 1.3122 2.7578
O 1.6825 -0.4578 -0.5193
C 1.4283 -1.4742 0.1717
O 0.4686 -1.4049 0.9848
C 2.2185 -2.7216 0.0396
C 1.8841 -3.8332 0.8066
C 2.6268 -4.9951 0.6934
C 3.6874 -5.0075 -0.1974
C 4.0354 -3.9175 -0.9792
C 3.2859 -2.7621 -0.8528
N 4.4883 -6.2369 -0.3161
O 5.4279 -6.2298 -1.0885
O 4.2067 -7.1713 0.4086
H 1.0404 -3.7729 1.4801
H 2.3984 -5.8749 1.2747
H 4.8705 -3.9838 -1.6589
H 3.5150 -1.8806 -1.4355

# 2
The following is a quantum chemistry calculation of 2 unconnected molecules or ions with the total composition C2H10NOS2, from the OMol25 dataset.

* HOMO energy: -11.6298 eV
* relative energy (zero: lowest compared OMol25 entry of this formula, charge and spin): 13.0 kcal per mole
* M: 128.24 g mol⁻¹
* total charge: +1
* HOMO-LUMO gap: 8.2 eV
* spin multiplicity: 1

Positions of all 16 atoms, in Å:
N -0.1429 -1.4984 0.6036
C 0.8239 -0.4549 0.0640
C 0.5725 -0.1234 -1.3798
S 1.7370 1.1696 -1.8863
S 0.9080 2.7940 -0.8904
H -0.8892 -1.0589 1.1851
H -0.6881 -1.9125 -0.1472
H 0.2322 -2.2838 1.1297
H 0.6941 0.4342 0.6800
H 1.8503 -0.7845 0.2645
H -0.4327 0.1902 -1.6068
H 0.8641 -0.8831 -2.1007
H 1.7710 3.6255 -1.4513
H -1.8639 0.7432 2.1234
H -3.1698 -0.0314 1.8660
O -2.2666 0.0742 1.5460

# 3
The following is a quantum chemistry calculation of 2 unconnected molecules or ions with the total composition C2H4OS, from the OMol25 dataset.

* HOMO energy (alpha / beta): -8.6695 / -8.5210 eV
* relative energy (zero: lowest compared OMol25 entry of this formula, charge and spin): 157.2 kcal per mole
* M: 76.12 g mol⁻¹
* HOMO-LUMO gap (alpha / beta): 6.5 / 6.9 eV
* spin multiplicity: 1

Positions of all 8 atoms, in Å:
C -0.7301 1.3205 -0.0823
C 1.1384 -0.3596 0.0654
O 0.4686 0.9513 -0.0357
S -3.0250 -0.8944 -0.2244
H -1.5453 0.5161 -0.0836
H 0.4452 -0.9059 0.7025
H 1.9041 0.0674 0.6182
H 1.3439 -0.6955 -0.9601

# 4
The following is a quantum chemistry calculation of a single C17H16ClN5O molecule, from the OMol25 dataset.

* HOMO energy: -8.6904 eV
* M: 341.80 g mol⁻¹
* SMILES: Cc1cccc(-n2nnc(C(=O)NCc3ccccc3Cl)c2N)c1
* HOMO-LUMO gap: 9.4 eV
* spin multiplicity: 1

Positions of all 40 atoms, in Å:
C -3.7030 -6.0956 -0.7953
C -4.0575 -4.6721 -0.4919
C -3.0679 -3.7080 -0.3647
C -3.4076 -2.3932 -0.0683
C -4.7389 -2.0222 0.0760
C -5.7233 -2.9832 -0.0573
C -5.3867 -4.2977 -0.3279
H -6.1621 -5.0432 -0.4256
H -6.7603 -2.7046 0.0535
H -4.9771 -0.9907 0.2793
N -2.4167 -1.4115 0.0662
C -1.1459 -1.5162 0.5358
N -0.4999 -2.6299 0.9582
H -1.0400 -3.3497 1.4126
H 0.3959 -2.3969 1.3777
C -0.6352 -0.2196 0.4268
N -1.6104 0.5663 -0.0884
N -2.6535 -0.1232 -0.2931
C 0.6923 0.2036 0.8558
O 1.4899 -0.5852 1.3518
N 0.9335 1.5196 0.6857
H 0.2056 2.0745 0.2611
C 2.1951 2.1317 0.9996
C 2.9446 2.6188 -0.2147
C 2.6075 2.2015 -1.4957
C 3.3054 2.6523 -2.6021
C 4.3602 3.5340 -2.4448
C 4.7196 3.9586 -1.1778
C 4.0146 3.4990 -0.0787
Cl 4.4927 4.0360 1.4981
H 5.5429 4.6414 -1.0372
H 4.9077 3.8905 -3.3037
H 3.0241 2.3132 -3.5874
H 1.7896 1.5083 -1.6226
H 2.0427 2.9670 1.6929
H 2.7906 1.3661 1.5116
H -2.0346 -3.9743 -0.5288
H -2.6647 -6.1834 -1.1046
H -4.3398 -6.4877 -1.5856
H -3.8525 -6.7150 0.0893

# 5
The following is a quantum chemistry calculation of 5 unconnected molecules or ions with the total composition C18H39O15PS, from the OMol25 dataset.

* HOMO energy: -8.4897 eV
* M: 558.54 g mol⁻¹
* HOMO-LUMO gap: 8.9 eV
* spin multiplicity: 1

Positions of all 74 atoms, in Å:
C 3.9754 -2.1734 4.2985
C 3.4745 -1.6092 2.8062
C 3.4676 0.0326 2.7183
O 2.5836 0.7002 3.6828
S 1.0069 0.0428 3.6853
O 0.4124 0.4925 5.0770
O 0.0235 0.7078 2.4662
P -1.1092 -0.4375 1.8100
C -0.4030 -2.2238 1.7470
C -2.6395 -0.6015 3.0050
C -2.3507 -1.5736 4.2925
H 3.0959 -2.8349 4.7095
H 4.8881 -2.9109 4.1221
H 4.3069 -1.3148 5.0225
H 4.3110 -1.9993 2.0503
H 2.4719 -2.1180 2.4445
H 4.5768 0.3767 2.9945
H 3.3094 0.3693 1.5985
H 0.1838 -2.3156 0.7369
H 0.1966 -2.5470 2.6981
H -1.3333 -2.9689 1.6869
H -3.4942 -1.1394 2.3681
H -3.0884 0.4626 3.2885
H -2.5924 -2.7081 4.0597
H -3.1397 -1.2563 5.1307
H -1.2945 -1.4581 4.7808
C 1.2326 -7.1294 -0.5696
O 1.7595 -7.6993 0.6270
C 1.7027 -6.8805 1.7075
O 1.2534 -5.7452 1.7241
O 2.2323 -7.5436 2.7663
C 2.2387 -6.7980 3.9821
H 1.3289 -7.8705 -1.3679
H 0.1712 -6.8900 -0.4483
H 1.8013 -6.2389 -0.8561
H 1.2176 -6.5453 4.2854
H 2.8477 -5.8943 3.8776
H 2.6835 -7.4243 4.7603
C -0.0092 3.5247 2.7116
O 0.9721 4.4435 2.2351
C 0.7997 4.8249 0.9444
O -0.0942 4.4534 0.2001
O 1.7939 5.6914 0.6252
C 1.7395 6.1797 -0.7137
H 0.2263 3.2887 3.7531
H -1.0072 3.9735 2.6774
H 0.0189 2.5956 2.1332
H 0.8115 6.7347 -0.8849
H 1.8375 5.3567 -1.4291
H 2.5806 6.8632 -0.8587
C -1.8683 2.1913 -2.2854
O -2.4162 0.9325 -1.8988
C -3.3972 0.4754 -2.7173
O -3.8216 1.0405 -3.7131
O -3.8240 -0.7194 -2.2362
C -4.8637 -1.3233 -3.0033
H -1.0939 2.4595 -1.5614
H -1.4055 2.1231 -3.2752
H -2.6387 2.9689 -2.2696
H -4.5207 -1.5319 -4.0218
H -5.7539 -0.6862 -3.0161
H -5.1269 -2.2722 -2.5280
C -2.7430 2.8321 -6.5704
O -1.7474 3.3354 -7.4590
C -0.8539 4.1754 -6.8783
O -0.8448 4.5130 -5.7049
O 0.0278 4.5747 -7.8293
C 1.0339 5.4691 -7.3583
H -3.4026 2.1721 -7.1406
H -2.2833 2.2485 -5.7662
H -3.3446 3.6503 -6.1614
H 1.6446 4.9909 -6.5858
H 0.5834 6.3928 -6.9809
H 1.6825 5.7225 -8.2014

# 6
The following is a quantum chemistry calculation of a single C2H3N2PS2 molecule, from the OMol25 dataset.

* HOMO energy (alpha / beta): -8.5163 / -8.6759 eV
* relative energy (zero: lowest compared OMol25 entry of this formula, charge and spin): 46.9 kcal per mole
* M: 150.17 g mol⁻¹
* HOMO-LUMO gap (alpha / beta): 6.9 / 7.2 eV
* spin multiplicity: 1

Positions of all 10 atoms, in Å:
C 0.9334 0.5137 -0.0021
C -1.4709 0.2815 -0.0471
N -0.3718 1.0049 -0.0028
N 1.0787 -0.8007 -0.0938
P -0.0127 -2.0706 0.4744
S 2.0627 1.7399 0.2432
S -3.0326 0.6402 -0.0219
H -0.3371 2.0555 0.2369
H 2.0046 -1.1135 -0.0096
H -0.8543 -2.2509 -0.7773